The following is a DFT calculation (ωB97M-V with the def2-TZVPD basis set) of a structure of composition C45H39IrN6O6PS.

Structure (XYZ):
```
99
Properties=species:S:1:pos:R:3
Ir 0.00392 0.14039 -0.06233
C -2.34174 -2.91954 -2.51738
C -1.89955 -2.03393 -1.52935
N -0.82548 -1.27567 -1.68330
C -0.16279 -1.32636 -2.86411
C -0.53000 -2.18573 -3.89892
C -1.65002 -3.01031 -3.69318
C 0.20685 -2.17044 -5.13357
C 1.21527 -1.29862 -5.32534
C 1.57669 -0.36463 -4.29529
C 2.55910 0.62279 -4.47240
C 2.80851 1.51263 -3.46100
C 2.10059 1.38752 -2.26378
N 1.19575 0.45041 -2.05691
C 0.91102 -0.40029 -3.06626
H -3.22346 -3.51544 -2.33121
H -2.43005 -1.94706 -0.59501
H -1.96404 -3.69049 -4.47542
H -0.08195 -2.86111 -5.91532
H 1.75497 -1.27157 -6.26294
H 3.09337 0.68437 -5.41228
H 3.53621 2.30400 -3.57141
H 2.27240 2.07788 -1.45571
O -0.56235 0.72337 2.18559
S -1.98664 0.29700 2.06388
O -2.95363 1.32569 2.25531
O -2.06950 -0.39622 0.73701
C -2.11302 -1.01294 3.20254
C -3.02319 -0.98559 4.23919
C -3.04299 -2.05116 5.13084
C -2.15456 -3.10141 4.97373
C -1.23643 -3.10944 3.92730
C -1.20402 -2.06676 3.01178
P 0.03589 -2.13727 1.63062
C 1.52662 -2.62033 2.55745
C 2.04251 -1.66030 3.43186
C 3.11691 -1.96948 4.24834
C 3.68542 -3.23847 4.19896
C 3.17824 -4.19225 3.32926
C 2.09851 -3.88734 2.50803
C -0.45432 -3.59045 0.66122
C -1.61512 -4.31480 0.91281
C -1.95465 -5.39351 0.10363
C -1.13987 -5.75604 -0.95689
C 0.01689 -5.03007 -1.22348
C 0.34961 -3.95017 -0.42402
H -3.69824 -0.14640 4.34199
H -3.74905 -2.05564 5.94998
H -2.16887 -3.92624 5.67373
H -0.54174 -3.93536 3.83332
H 1.58556 -0.67554 3.48413
H 3.50350 -1.22792 4.93551
H 4.51474 -3.48555 4.84861
H 3.61255 -5.18291 3.29735
H 1.70068 -4.64663 1.84722
H -2.26306 -4.04381 1.73698
H -2.85611 -5.95491 0.31165
H -1.40210 -6.60434 -1.57560
H 0.65587 -5.30895 -2.05148
H 1.24246 -3.37999 -0.64401
C -1.57233 4.14826 3.31916
C -0.25501 4.77931 2.89615
C 0.11881 4.59094 1.40568
C 1.29803 5.53851 1.05590
C 1.80193 5.41772 -0.37730
C -1.05560 4.99468 0.52073
O -1.51777 6.09796 0.54737
N -1.57505 4.02953 -0.35265
C -1.04660 2.79761 -0.54174
O -1.49667 1.94662 -1.28601
N 0.11380 2.44970 0.16886
C 0.56279 3.19609 1.11024
O 1.57495 2.75994 1.84992
H -1.72607 4.30703 4.38578
H -1.59452 3.07341 3.13547
H -2.41901 4.60074 2.80094
H 0.57148 4.38335 3.48891
H -0.27802 5.85693 3.05794
H 2.09808 5.35698 1.77529
H 0.92268 6.54571 1.23146
H 2.17196 4.41257 -0.61304
H 2.62355 6.11110 -0.54871
H 1.01799 5.66146 -1.09713
H -2.39995 4.28169 -0.88499
N 3.58715 1.63575 2.15996
C 2.53606 1.90931 1.22113
N 2.12467 0.61087 0.72941
C 3.13309 -0.21939 1.00072
C 3.38250 -1.51766 0.50813
C 4.50836 -2.15738 0.93944
C 5.40674 -1.54418 1.85633
C 5.20781 -0.26984 2.33961
C 4.06643 0.39247 1.90341
H 4.05261 2.35696 2.68634
H 2.92571 2.49973 0.37775
H 2.70515 -1.96129 -0.20577
H 4.73665 -3.14936 0.57383
H 6.28484 -2.09374 2.16777
H 5.90681 0.19196 3.02295
```

Summary:
E_HOMO (spin up / spin down): -12.76 / -13.64 eV
2S+1: 6
charge: +2
HOMO-LUMO gap (spin up / spin down): 7.407 / 6.389 eV

Charges computed using Mulliken, reported in e:
1 Ir 5.35
2 C -1.23
3 C -0.39
4 N 0.12
5 C -0.65
6 C 1.23
7 C -0.74
8 C -1.10
9 C -1.14
10 C 1.08
11 C -0.69
12 C -1.47
13 C 0.05
14 N 0.24
15 C -0.32
16 H 0.56
17 H 0.65
18 H 0.49
19 H 0.47
20 H 0.46
21 H 0.49
22 H 0.51
23 H 0.08
24 O -0.42
25 S 1.10
26 O -0.71
27 O -0.78
28 C -0.14
29 C -0.62
30 C -0.71
31 C -0.85
32 C -0.13
33 C -0.70
34 P 2.67
35 C -0.08
36 C -0.47
37 C -0.65
38 C -0.80
39 C -0.79
40 C -0.29
41 C 0.18
42 C -0.72
43 C -0.89
44 C -0.75
45 C -0.85
46 C -0.21
47 H 0.61
48 H 0.44
49 H 0.47
50 H 0.55
51 H 0.37
52 H 0.55
53 H 0.47
54 H 0.49
55 H 0.45
56 H 0.44
57 H 0.45
58 H 0.45
59 H 0.51
60 H 0.22
61 C -1.20
62 C -1.16
63 C 2.59
64 C -1.27
65 C -1.06
66 C -0.72
67 O -0.54
68 N 0.19
69 C -0.41
70 O -0.60
71 N 0.65
72 C -0.69
73 O -0.54
74 H 0.52
75 H 0.16
76 H 0.34
77 H 0.37
78 H 0.45
79 H 0.46
80 H 0.61
81 H 0.11
82 H 0.52
83 H 0.30
84 H 0.36
85 N -0.04
86 C -0.61
87 N 0.30
88 C -0.37
89 C 0.31
90 C -0.81
91 C -0.69
92 C -1.28
93 C 0.98
94 H 0.30
95 H 0.10
96 H -0.04
97 H 0.50
98 H 0.48
99 H 0.50